# 1
Formula: H3OS2
Source: the OMol25 dataset
Level of theory: ωB97M-V/def2-TZVPD

Results
E = -23767.9767 eV
F_max = 2.4 eV/A
Total charge = -1
ΔE to the lowest compared entry with this formula, charge and spin = 27.4 kJ/mol
Gap between HOMO and LUMO = 6.2 eV

Last column: natural (NBO) charge in e.
Positions of all 6 atoms, in Å:
H  0.10985  -2.01100  -2.39973  0.082
O  0.22416  1.93038  1.51110  -0.981
H  0.85494  2.10193  0.84452  0.468
S  -0.28873  -1.63176  0.23171  -0.785
H  0.00931  1.00523  1.60277  0.503
S  -0.90952  -1.39478  -1.79036  -0.287



# 2
Formula: CH9N2O
Source: the OMol25 dataset
Level of theory: ωB97M-V/def2-TZVPD

Results
E = -6203.7719 eV
F_max = 1.6 eV/A
Total charge = +1
ΔE to the lowest compared entry with this formula, charge and spin = 81.7 kJ/mol
Gap between HOMO and LUMO = 10.1 eV

Last column: natural (NBO) charge in e.
Positions of all 13 atoms, in Å:
H  2.86026  1.16056  0.16150  0.522
H  0.25727  -0.25807  1.12466  0.462
N  -2.91320  0.80121  -0.17012  -1.110
H  -2.40953  1.28950  -0.89411  0.354
C  1.93298  -0.60975  0.03762  0.107
H  2.30274  -1.50273  0.54119  0.198
H  2.19086  -0.62310  -1.02060  0.203
N  0.40418  -0.65155  0.20236  -0.691
H  0.06465  -1.61707  0.12701  0.444
H  -3.35731  1.51904  0.35546  0.381
O  2.33229  0.53338  0.65419  -0.702
H  -0.09599  -0.17380  -0.54188  0.450
H  -3.56918  0.13238  -0.57729  0.381



# 3
Formula: C3H24O9
Source: the OMol25 dataset
Level of theory: ωB97M-V/def2-TZVPD

Results
E = -21925.4957 eV
F_max = 2.1 eV/A
SMILES = CO.CO.CO.O.O.O.O.O.O
Total charge = 0
ΔE to the lowest compared entry with this formula, charge and spin = 331.3 kJ/mol
Gap between HOMO and LUMO = 10.3 eV

Last column: natural (NBO) charge in e.
Positions of all 36 atoms, in Å:
H  6.95079  26.58414  5.78199  0.477
H  10.45505  27.05468  4.75590  0.478
H  8.09702  27.31313  11.19391  0.188
H  12.83508  29.41218  8.66151  0.469
O  6.74764  25.49019  1.57394  -0.944
H  13.25332  22.73197  5.73440  0.464
H  7.62187  25.63142  1.21060  0.473
H  6.77936  25.89602  2.44027  0.470
C  12.53876  32.45039  3.11876  -0.246
O  10.82389  26.38244  0.12852  -0.940
O  13.43581  23.03498  4.84496  -0.938
H  5.90302  21.25506  5.67336  0.192
H  8.33820  22.69923  6.60316  0.474
H  6.68499  28.06045  5.57775  0.472
H  8.83426  28.92958  11.01753  0.166
H  13.72100  33.81665  3.70218  0.461
H  11.18085  26.81842  -0.64526  0.469
H  11.42529  26.61733  0.83518  0.472
H  12.02585  32.17548  2.19711  0.185
O  11.37597  26.79847  4.80578  -0.952
H  11.75390  27.38743  5.45887  0.473
C  6.95857  21.52148  5.72753  -0.256
C  8.28937  28.13630  10.50578  -0.250
O  13.41789  33.48782  2.85272  -0.709
H  7.20638  29.43504  9.44379  0.465
O  7.28155  27.35646  5.32335  -0.950
H  12.85525  23.78628  4.72352  0.474
O  7.38708  22.65793  6.47955  -0.736
H  7.34798  21.45536  4.71161  0.168
O  12.74679  29.89562  7.84011  -0.939
H  8.91205  27.77929  9.68547  0.164
O  7.05285  28.60097  9.89361  -0.732
H  7.33198  20.63145  6.23398  0.158
H  13.44094  30.55388  7.87324  0.470
H  12.98705  31.50405  3.42142  0.149
H  11.96407  32.68887  4.01371  0.160



# 4
Formula: C19H66O14
Source: the OMol25 dataset
Level of theory: ωB97M-V/def2-TZVPD

Results
E = -49433.9381 eV
F_max = 1.9 eV/A
Total charge = 0
ΔE to the lowest compared entry with this formula, charge and spin = 0.0 kJ/mol
Gap between HOMO and LUMO = 9.7 eV

Last column: Löwdin charge in e.
Positions of all 99 atoms, in Å:
H  7.14141  15.07445  12.77104  0.057
H  10.67562  15.96491  13.47047  0.061
H  9.95973  8.13164  15.33308  0.065
C  7.48434  7.35017  9.69766  -0.301
H  6.89406  7.63734  10.57123  0.105
H  9.03445  7.07467  14.29472  0.081
H  11.54752  13.39063  15.49089  0.064
H  9.50160  7.61999  10.67435  0.066
H  7.23017  10.15991  15.07574  0.072
H  14.36659  10.67556  14.40175  0.085
C  6.17244  14.62489  12.59505  -0.146
H  8.81140  10.07012  17.18148  0.108
O  9.53518  11.59960  15.92230  -0.132
C  9.60586  11.71536  18.28953  -0.074
H  12.06130  7.11701  14.36560  0.111
H  8.80284  10.71474  11.85884  0.092
H  10.55897  10.21226  17.02125  0.116
H  8.84201  15.87416  14.65130  0.027
O  12.63864  8.13529  10.83945  -0.142
H  12.43365  12.86938  9.79956  0.075
H  8.69538  12.32536  18.28625  0.079
H  5.17072  11.09752  14.93082  0.057
H  14.28679  12.27907  8.62633  0.071
H  12.57602  10.28184  12.91885  0.062
C  9.46773  14.90601  9.15654  -0.075
H  12.13260  13.57959  8.20090  0.071
H  6.62162  14.21376  17.03210  0.077
H  10.49111  12.34324  18.31971  0.075
H  6.89567  9.32982  13.60134  0.080
O  8.32162  14.17837  15.83516  -0.138
O  9.01198  13.62209  7.21880  -0.082
O  5.27436  10.31489  14.38962  -0.102
H  14.11289  10.70275  12.12375  0.082
C  6.67061  10.25277  14.13434  -0.158
H  11.67399  8.01669  12.20460  0.040
O  13.49408  11.93476  8.22291  -0.113
C  13.33570  11.05000  12.80966  -0.150
C  9.63113  10.80870  17.08230  -0.336
H  6.98840  7.80175  8.79974  0.120
H  11.37846  9.51651  10.05289  0.064
H  13.06406  9.66362  9.58657  0.066
C  7.04744  11.83976  9.64702  -0.133
H  9.68903  11.11904  15.06719  0.059
H  8.71499  9.06773  10.11559  0.037
H  8.75473  15.69730  7.28490  0.118
H  12.64620  14.18928  16.61354  0.077
H  10.22948  14.24230  9.58702  0.059
H  12.87819  11.92969  12.36781  0.073
H  11.12745  6.02613  13.39322  0.111
O  5.91103  14.78289  11.19678  -0.131
C  9.41746  14.89138  7.64424  -0.312
C  12.16873  14.29291  15.62569  -0.151
C  12.37125  12.64344  8.73254  -0.158
H  10.06513  17.40718  12.62141  0.086
H  9.64085  11.01019  19.11508  0.075
H  9.41671  7.97093  8.99679  0.065
C  12.25422  8.96051  9.73230  -0.101
H  8.02143  5.67971  8.85463  0.074
H  9.65805  15.88660  9.59206  0.082
H  12.08406  8.40616  8.79027  0.099
H  6.88727  11.36180  10.62025  0.069
H  9.39575  13.15386  11.54789  0.056
H  6.42462  13.27611  15.59992  0.067
H  10.58221  13.02493  12.88657  0.087
O  13.07852  14.55018  14.54298  -0.138
O  7.44398  5.92005  9.58387  -0.078
H  10.50054  10.90498  11.53397  0.095
H  9.25887  15.81717  12.39856  0.062
O  10.95807  8.00966  12.87300  -0.123
H  11.51509  11.98840  8.58183  0.074
H  8.82962  12.88129  13.14886  0.064
H  8.50345  14.59293  9.54940  0.063
O  8.99778  16.73074  14.24855  -0.118
H  6.33602  11.44867  8.89651  0.086
H  5.41288  15.18364  13.18834  0.090
O  14.00363  11.45925  13.97625  -0.107
H  8.69205  12.27564  8.67175  0.033
H  13.60759  13.74850  14.40177  0.046
C  6.92710  14.17864  15.97756  -0.164
H  11.51470  15.17071  15.65820  0.073
O  8.38593  11.53300  9.23127  -0.156
H  6.48230  15.05171  15.47265  0.079
H  10.27094  9.60760  13.33869  0.052
O  10.03400  10.53938  13.46933  -0.105
C  9.97578  7.14243  14.85025  -0.070
C  11.10121  7.00516  13.85375  -0.305
H  10.40308  15.05132  7.20321  0.104
H  6.88186  12.89082  9.80714  0.044
H  9.16896  13.37013  6.30767  0.102
H  6.15739  13.59077  12.92085  0.063
C  9.72711  11.14444  12.26151  -0.325
C  9.64180  12.62862  12.46460  -0.046
C  8.83768  8.02920  9.91217  -0.086
H  5.00497  14.48980  11.03521  0.080
H  13.42410  7.62044  10.61091  0.107
H  8.72341  13.28575  15.88844  0.046
H  10.02674  6.35268  15.61304  0.084
C  9.78522  16.47305  13.12672  -0.172
H  7.11444  11.08179  13.58750  0.056



What did the second record say?
Formula: CH9N2O
Source: the OMol25 dataset
Level of theory: ωB97M-V/def2-TZVPD

Results
E = -6203.7719 eV
F_max = 1.6 eV/A
Total charge = +1
ΔE to the lowest compared entry with this formula, charge and spin = 81.7 kJ/mol
Gap between HOMO and LUMO = 10.1 eV

Last column: natural (NBO) charge in e.
Positions of all 13 atoms, in Å:
H  2.86026  1.16056  0.16150  0.522
H  0.25727  -0.25807  1.12466  0.462
N  -2.91320  0.80121  -0.17012  -1.110
H  -2.40953  1.28950  -0.89411  0.354
C  1.93298  -0.60975  0.03762  0.107
H  2.30274  -1.50273  0.54119  0.198
H  2.19086  -0.62310  -1.02060  0.203
N  0.40418  -0.65155  0.20236  -0.691
H  0.06465  -1.61707  0.12701  0.444
H  -3.35731  1.51904  0.35546  0.381
O  2.33229  0.53338  0.65419  -0.702
H  -0.09599  -0.17380  -0.54188  0.450
H  -3.56918  0.13238  -0.57729  0.381